This record from the OMol25 dataset describes C8H6NO5Zn as an isolated structure at a distorted geometry. The level of theory is ωB97M-V/def2-TZVPD.

The geometry in XYZ format:
```
21
Properties=species:S:1:pos:R:3:nbo_charge:R:1
O -2.38 -4.09 -1.83 -0.472
C -1.89 -3.13 -2.16 0.475
Zn 0.40 1.18 -1.08 1.460
O 2.11 -1.29 -1.67 -0.308
C 1.27 -0.53 -2.01 0.139
C 1.99 2.47 -1.81 0.415
O 2.81 3.16 -2.20 -0.354
C -0.71 0.42 -3.38 0.644
O -1.61 0.62 -4.08 -0.347
C 0.39 -0.60 -3.21 0.065
O 0.48 -1.43 -4.12 -0.373
H -0.51 1.68 -2.07 -0.430
C 0.05 -0.48 4.05 -0.591
C -0.67 0.62 3.25 -0.545
C -0.24 0.74 1.86 0.587
N 0.10 0.88 0.76 -0.645
H -0.27 -1.47 3.70 0.231
H -0.17 -0.40 5.12 0.251
H 1.14 -0.38 3.91 0.228
H -1.76 0.42 3.24 0.285
H -0.53 1.60 3.73 0.286
```

Properties
Net charge: +1
HOMO energy (alpha / beta) in hartree: -0.4409 / -0.4762
Multiplicity: 1
Orbital gap (alpha / beta) in eV: 6.1 / 7.8

***

This record from the OMol25 dataset describes C8H6O2S2 as an isolated structure at a distorted geometry. The level of theory is ωB97M-V/def2-TZVPD.

The geometry in XYZ format:
```
18
Properties=species:S:1:pos:R:3:nbo_charge:R:1
C 1.66 0.34 -1.54 -0.203
C 1.94 1.08 -0.36 -0.171
C 0.66 -0.70 -1.58 -0.162
C 1.04 0.94 0.71 -0.184
C -0.16 -0.81 -0.49 -0.155
C 0.04 0.01 0.73 0.005
C -1.29 -1.70 -0.74 0.417
C -0.99 -0.27 1.74 -0.592
O -1.40 -2.90 -0.60 -0.507
O -1.70 2.06 1.03 -0.806
S -2.17 -0.30 -1.49 0.045
S -2.55 0.94 1.50 0.939
H 2.38 0.64 -2.35 0.226
H 2.78 1.71 -0.22 0.221
H 0.29 -1.17 -2.46 0.235
H 1.40 1.50 1.58 0.224
H -0.63 -0.09 2.74 0.234
H -1.30 -1.30 1.80 0.233
```

Properties
HOMO energy (alpha / beta) in hartree: -0.3204 / -0.3155
Multiplicity: 1
Orbital gap (alpha / beta) in eV: 7.8 / 6.3

***

This record from the OMol25 dataset describes a 33-piece molecular cluster, C8H75BNO35 overall at a distorted geometry. The level of theory is ωB97M-V/def2-TZVPD.

The geometry in XYZ format:
```
120
Properties=species:S:1:pos:R:3:mulliken_charge:R:1
C -0.35 0.44 1.99 -0.666
C -0.95 1.49 1.01 -0.299
B -1.95 0.84 0.02 0.236
O -2.25 1.34 -1.22 -0.546
C -2.67 -0.50 0.54 1.165
C -2.18 -1.71 0.08 -1.653
N -2.73 -2.85 0.56 0.386
C -3.72 -2.86 1.45 -0.885
C -4.24 -1.67 1.92 -0.663
C -3.70 -0.48 1.47 0.931
C -4.17 0.85 1.95 -0.591
O -4.71 1.60 1.20 -0.534
O -3.90 1.11 3.22 -0.337
H 0.68 0.69 2.17 0.678
H -0.92 0.44 2.91 0.243
H -0.35 -0.57 1.60 0.006
H -1.55 2.19 1.62 0.310
H -0.19 2.06 0.50 0.000
H -1.48 1.25 -1.80 0.184
H -1.37 -1.74 -0.63 0.945
H -2.30 -3.72 0.22 0.380
H -4.11 -3.80 1.80 0.460
H -5.04 -1.69 2.65 0.893
H -4.54 1.76 3.56 0.378
O -6.41 3.18 3.78 -0.654
H -6.44 3.25 2.82 0.330
H -6.31 4.09 4.08 0.339
O 0.32 -3.25 1.44 -0.587
H -0.56 -3.20 1.07 0.286
H 0.29 -2.76 2.28 0.287
O 1.07 3.53 -0.56 -0.488
H 0.99 3.50 -1.53 0.214
H 1.18 4.47 -0.37 0.304
O -4.34 -1.16 5.74 -0.641
H -4.37 -1.05 4.79 0.361
H -4.26 -0.25 6.07 0.309
O -1.38 -5.07 -0.67 -0.571
H -0.96 -5.83 -0.25 0.287
H -1.71 -5.40 -1.51 0.246
O 2.28 -0.43 0.81 -0.368
H 2.72 -1.19 0.42 0.244
H 2.95 0.27 0.78 0.260
O 2.38 -3.02 -1.45 -0.672
H 1.53 -2.95 -1.01 0.303
H 2.82 -3.73 -0.97 0.311
O 2.57 -5.16 -3.50 -0.622
H 2.43 -4.27 -3.15 0.377
H 2.89 -5.66 -2.74 0.288
O -3.50 1.48 -4.17 -0.707
H -3.61 2.41 -4.40 0.320
H -2.95 1.50 -3.38 0.425
O 0.40 -1.71 4.08 -0.634
H 1.11 -1.06 4.02 0.291
H -0.05 -1.50 4.90 0.280
O -1.35 3.15 -5.49 -0.604
H -1.91 2.56 -6.01 0.313
H -1.35 3.98 -5.98 0.318
O -7.04 4.32 1.04 -0.612
H -6.26 4.83 0.76 0.322
H -7.34 3.88 0.24 0.271
O 4.06 2.23 1.17 -0.581
H 3.19 2.42 0.81 0.221
H 4.04 2.65 2.04 0.312
O -6.40 1.41 -3.58 -0.639
H -5.54 1.01 -3.77 0.348
H -6.36 1.61 -2.64 0.304
O 5.47 0.15 -0.65 -0.720
H 5.42 0.11 -1.61 0.328
H 5.59 1.08 -0.44 0.308
O -7.16 5.79 -1.63 -0.599
H -7.36 5.77 -0.69 0.347
H -7.13 4.86 -1.90 0.276
O 8.09 -1.16 0.20 -0.651
H 7.22 -0.93 -0.16 0.378
H 8.10 -0.76 1.07 0.296
O 9.99 -2.07 -2.38 -0.668
H 10.74 -1.46 -2.47 0.310
H 9.57 -1.81 -1.56 0.341
O 1.40 4.25 -6.04 -0.610
H 0.83 3.81 -5.39 0.301
H 1.60 5.10 -5.65 0.307
O -0.08 -0.35 -2.59 -0.430
H 0.30 -1.13 -2.18 0.152
H -0.39 -0.66 -3.45 0.283
O -2.85 -6.57 1.53 -0.633
H -2.91 -6.57 2.50 0.320
H -2.66 -5.66 1.31 0.295
O -0.47 -1.46 7.04 -0.573
H -0.33 -0.78 7.71 0.286
H -0.86 -2.19 7.52 0.288
O 0.91 2.38 -3.13 -0.632
H 1.24 1.55 -2.76 0.232
H 0.51 2.12 -3.97 0.271
O -8.04 -1.27 -3.69 -0.641
H -7.53 -1.98 -4.08 0.304
H -7.45 -0.50 -3.68 0.365
O 8.32 -4.26 0.95 -0.627
H 8.32 -3.32 0.74 0.349
H 8.92 -4.34 1.69 0.312
O 11.06 -4.63 -0.94 -0.623
H 10.40 -5.12 -1.44 0.311
H 11.13 -3.79 -1.41 0.324
O -4.67 6.19 0.13 -0.567
H -3.86 5.74 0.39 0.282
H -4.39 7.07 -0.13 0.284
O 12.77 -1.46 -3.18 -0.663
H 13.16 -2.24 -3.58 0.323
H 13.47 -0.80 -3.20 0.308
O -7.03 5.78 5.72 -0.626
H -6.91 6.42 6.43 0.312
H -7.41 5.01 6.16 0.319
O 11.17 -0.77 -5.68 -0.622
H 11.18 0.17 -5.89 0.314
H 11.76 -0.86 -4.92 0.345
O -5.58 -5.26 3.05 -0.626
H -5.82 -5.17 3.98 0.316
H -5.53 -6.21 2.91 0.305
O 2.76 4.76 1.86 -0.612
H 2.13 4.23 1.36 0.295
H 2.79 5.60 1.39 0.323
```

Properties
Net charge: +1
HOMO energy in hartree: -0.4191
Multiplicity: 1
Orbital gap in eV: 7.3

***

This record from the OMol25 dataset describes C8H7BiCl2N3O4Ru as an isolated structure at a distorted geometry. The level of theory is ωB97M-V/def2-TZVPD.

The geometry in XYZ format:
```
26
Properties=species:S:1:pos:R:3:nbo_charge:R:1
Ru -4.12 -1.90 -2.25 1.153
Bi -1.09 -0.83 -0.40 1.797
Cl -2.37 -3.03 -0.99 -0.387
Cl -2.61 0.86 -1.43 -0.452
C 0.73 -0.26 -2.24 0.539
C -5.34 -3.16 -1.73 0.359
C -5.33 -1.58 -3.58 0.385
O 1.35 0.70 -2.40 -0.330
O -6.22 -3.90 -1.48 -0.150
O -6.19 -1.49 -4.37 -0.143
C 4.05 -0.57 1.40 -0.446
N 2.82 0.22 1.36 -0.202
C 2.72 1.48 1.92 0.161
C 1.60 2.26 1.83 -0.068
C 0.48 1.78 1.11 0.465
N 0.56 0.49 0.72 -0.728
C 1.69 -0.31 0.79 0.758
O 1.58 -1.49 0.38 -0.484
N -0.66 2.46 0.94 -0.643
H 4.76 -0.11 2.09 0.279
H 4.51 -0.65 0.41 0.301
H 3.83 -1.61 1.70 0.300
H 3.62 1.73 2.46 0.302
H 1.55 3.24 2.33 0.315
H -0.64 3.43 1.30 0.472
H -1.29 2.25 0.13 0.447
```

Properties
Net charge: +4
HOMO energy (alpha / beta) in hartree: -0.8117 / -0.8879
Multiplicity: 6
⟨S²⟩: 8.80
Orbital gap (alpha / beta) in eV: 6.0 / 6.4

***

This record from the OMol25 dataset describes C8H7Br6NO2 as an isolated structure at a distorted geometry. The level of theory is ωB97M-V/def2-TZVPD.

The geometry in XYZ format:
```
24
Properties=species:S:1:pos:R:3:nbo_charge:R:1
C 4.41 -4.67 9.89 -0.455
Br 2.72 -5.37 10.63 0.062
Br 5.54 -4.17 11.51 0.036
Br 4.02 -3.24 8.65 0.129
H 4.90 -5.57 9.52 0.228
C 2.35 1.62 3.64 -0.426
Br 4.09 2.68 3.77 0.041
Br 2.07 0.47 2.01 0.089
Br 0.89 2.94 3.95 0.081
H 2.45 1.00 4.53 0.215
C -1.17 2.43 -5.19 -0.190
C -0.99 1.53 -4.13 -0.201
C -1.83 0.37 -3.89 -0.169
C -2.96 0.37 -4.71 0.034
C -3.09 1.32 -5.83 -0.171
C -2.20 2.31 -6.04 -0.213
N -4.00 -0.57 -4.40 0.484
O -3.95 -1.13 -3.28 -0.357
O -4.75 -0.94 -5.39 -0.380
H -0.41 3.17 -5.41 0.221
H -0.27 1.62 -3.33 0.221
H -1.72 -0.25 -3.02 0.253
H -3.87 1.22 -6.57 0.242
H -2.22 2.90 -6.94 0.225
```

Properties
HOMO energy in hartree: -0.3617
Multiplicity: 1
Orbital gap in eV: 8.8

***

This record from the OMol25 dataset describes C8H7BrN2O in the gas phase at a distorted geometry. The level of theory is ωB97M-V/def2-TZVPD.

The geometry in XYZ format:
```
19
Properties=species:S:1:pos:R:3:nbo_charge:R:1
C 2.35 -1.63 -0.69 -0.217
C 1.57 -2.46 0.04 -0.149
C 2.03 -0.28 -0.72 -0.119
C 0.31 -2.11 0.53 -0.276
C 0.75 0.15 -0.29 -0.244
C -0.08 -0.84 0.26 0.271
C 0.06 1.46 -0.35 0.662
C -2.14 2.41 0.37 -0.451
N -1.49 0.10 0.77 -0.208
N -1.22 1.31 0.32 -0.295
O 0.37 2.55 -0.73 -0.558
Br -2.89 -0.92 -0.25 -0.028
H 3.24 -1.93 -1.06 0.215
H 1.82 -3.41 0.27 0.212
H 2.86 0.26 -1.17 0.232
H -0.41 -2.61 1.08 0.245
H -3.11 2.06 0.06 0.231
H -2.42 2.52 1.54 0.201
H -1.60 3.37 0.02 0.277
```

Properties
SMILES: Cn1c(=O)c2ccccc2n1Br
HOMO energy in hartree: -0.3166
Multiplicity: 1
Orbital gap in eV: 8.2

***

This record from the OMol25 dataset describes C8H7BrN2O in the gas phase at a distorted geometry. The level of theory is ωB97M-V/def2-TZVPD.

The geometry in XYZ format:
```
19
Properties=species:S:1:pos:R:3:nbo_charge:R:1
C 1.12 -3.15 0.21 -0.248
C 1.98 -2.06 0.21 -0.198
C -0.20 -2.95 -0.25 0.027
C 1.45 -0.81 -0.33 0.014
C 0.13 -0.76 -0.72 0.439
C 0.92 2.04 -0.08 -0.043
C -0.24 1.56 -0.42 0.210
C -1.54 2.40 -0.33 -0.634
N -0.65 -1.83 -0.65 -0.410
N 2.27 0.22 -0.61 -0.518
O -0.54 0.38 -1.01 -0.454
Br 3.97 0.48 0.07 0.201
H 1.38 -4.19 0.42 0.224
H 3.01 -2.09 0.37 0.227
H -0.91 -3.76 -0.36 0.191
H 1.58 2.84 0.49 0.268
H -2.12 1.56 0.11 0.239
H -1.99 2.64 -1.29 0.237
H -1.51 3.29 0.30 0.228
```

Properties
HOMO energy (alpha / beta) in hartree: -0.2886 / -0.2847
Multiplicity: 1
Orbital gap (alpha / beta) in eV: 7.4 / 6.7

***

This record from the OMol25 dataset describes a 2-piece molecular cluster, C8H7BrN2O3 overall at a distorted geometry. The level of theory is ωB97M-V/def2-TZVPD.

The geometry in XYZ format:
```
21
Properties=species:S:1:pos:R:3:nbo_charge:R:1
C -3.05 -1.02 -0.06 -0.175
C -2.57 0.31 0.06 -0.212
C -2.13 -2.05 0.15 -0.237
C -1.19 0.47 0.20 -0.131
C -0.74 -1.80 0.35 -0.149
C -0.20 -0.52 0.31 -0.170
C 1.48 1.14 -1.78 0.833
C 1.17 -0.13 0.40 0.124
N 2.63 1.38 -1.77 -0.734
N 1.67 0.89 0.96 0.303
O 3.12 0.96 0.97 -0.551
O 0.37 1.02 -2.12 -0.530
O 1.14 1.86 1.54 -0.484
Br 2.42 -1.58 0.05 0.095
H -4.11 -1.33 -0.14 0.220
H -3.25 1.09 -0.03 0.216
H -2.25 -3.10 0.04 0.220
H -1.05 1.51 0.23 0.228
H -0.03 -2.63 0.62 0.224
H 3.20 1.86 1.30 0.489
H 3.37 1.67 -1.27 0.421
```

Properties
SMILES: [O-]/[N+](O)=C(/Br)c1ccccc1.N=C=O
HOMO energy (alpha / beta) in hartree: -0.3286 / -0.3286
Multiplicity: 1
Orbital gap (alpha / beta) in eV: 8.6 / 8.6

***

multiplicity of number 5 (C8H7Br6NO2)?
1